Formula: C5H8O2
Source: the OMol25 dataset
Level of theory: ωB97M-V with the def2-TZVPD basis set

XYZ file:
```
15
Properties=species:S:1:pos:R:3:mulliken_charge:R:1
O -2.22 -0.12 -1.12 -0.522
C -1.51 -0.09 0.10 -0.605
C -0.06 -0.36 -0.24 0.357
C 0.92 -0.80 0.87 -0.697
C 1.92 0.21 0.30 0.416
O 3.10 0.37 0.44 -0.554
C 0.86 0.85 -0.59 -0.742
H -2.92 0.54 -1.10 0.308
H -1.59 0.89 0.60 0.340
H -1.89 -0.85 0.80 0.266
H -0.06 -1.08 -1.06 0.286
H 0.60 -0.52 1.89 0.283
H 1.23 -1.85 0.88 0.311
H 0.49 1.78 -0.15 0.259
H 1.13 1.03 -1.63 0.292
```

Its spin multiplicity is 1. As for the molar mass: 100.12 g mol⁻¹. Its energy above the lowest of the compared OMol25 structures with the same formula, charge and spin is 28.8 kcal/mol. For the LUMO energy, the calculation gives 0.8 eV. As for the SMILES: O=C1CC(CO)C1. As for the calculated total energy: -345.759090 a.u. The HOMO energy is -9.6 eV. Its net charge is 0.

Formula: C5H8O2
Source: the OMol25 dataset
Level of theory: ωB97M-V with the def2-TZVPD basis set

XYZ file:
```
15
Properties=species:S:1:pos:R:3:mulliken_charge:R:1
C -0.50 -1.82 -0.27 -1.366
C -0.06 -0.40 -0.03 0.421
C 1.01 -0.01 0.93 -0.510
O 0.37 1.23 1.33 -0.613
C -0.87 0.76 0.22 0.274
C -0.24 1.28 -0.98 -0.369
O 0.84 2.05 -0.89 -0.595
H -0.79 -2.32 0.67 0.320
H -1.36 -1.86 -0.95 0.340
H 0.31 -2.40 -0.72 0.330
H 2.02 0.14 0.51 0.242
H 1.10 -0.72 1.77 0.339
H -1.99 0.68 0.21 0.330
H -0.78 1.35 -1.92 0.412
H 0.97 2.04 0.12 0.445
```

Its spin multiplicity is 1. As for the molar mass: 100.12 g mol⁻¹. Its energy above the lowest of the compared OMol25 structures with the same formula, charge and spin is 112.1 kcal/mol. For the LUMO energy, the calculation gives 0.8 eV. As for the calculated total energy: -345.626335 a.u. The HOMO energy is -7.7 eV. Its net charge is 0.

Formula: C5H8O2
Source: the OMol25 dataset
Level of theory: ωB97M-V with the def2-TZVPD basis set

XYZ file:
```
15
Properties=species:S:1:pos:R:3:mulliken_charge:R:1
C 1.62 -0.61 0.31 -0.807
C 0.53 0.37 0.39 0.050
C -0.17 1.42 -0.50 -0.254
O -0.88 0.87 -1.61 -0.465
C -1.49 0.83 -0.29 -0.416
C -0.78 -0.47 0.34 -0.029
O -0.89 -1.49 -0.58 -0.427
H 2.57 -0.38 0.79 0.330
H 1.70 -1.16 -0.63 0.296
H 0.92 -1.51 1.20 0.058
H 0.58 0.87 1.37 0.268
H 0.13 2.46 -0.56 0.421
H -2.48 1.27 -0.21 0.421
H -0.26 -1.36 1.40 0.199
H -1.11 -1.11 -1.44 0.353
```

Its spin multiplicity is 1. As for the molar mass: 100.12 g mol⁻¹. Its energy above the lowest of the compared OMol25 structures with the same formula, charge and spin is 154.6 kcal/mol. For the LUMO energy, the calculation gives 0.6 eV. As for the calculated total energy: -345.558610 a.u. The HOMO energy is -9.3 eV. Its net charge is 0.

Formula: C5H8O2
Source: the OMol25 dataset
Level of theory: ωB97M-V with the def2-TZVPD basis set

XYZ file:
```
15
Properties=species:S:1:pos:R:3:mulliken_charge:R:1
O -1.62 -1.29 1.95 -0.638
C 1.05 -0.40 0.52 -0.457
C 1.25 0.51 -0.64 -0.313
C 0.10 0.77 0.35 -0.308
C -0.86 0.38 -0.73 0.381
O -2.06 0.37 -0.80 -0.604
C 0.27 0.13 -1.75 -0.518
H -1.13 -0.65 2.47 0.310
H 1.74 -0.28 1.36 0.335
H 0.68 -1.41 0.39 0.158
H 2.13 1.12 -0.76 0.374
H -2.07 -0.76 1.28 0.310
H -0.04 1.54 1.10 0.428
H 0.35 -0.88 -2.17 0.268
H 0.21 0.86 -2.56 0.273
```

Its spin multiplicity is 1. As for the molar mass: 100.12 g mol⁻¹. Its energy above the lowest of the compared OMol25 structures with the same formula, charge and spin is 42.1 kcal/mol. For the LUMO energy, the calculation gives 0.8 eV. As for the SMILES: O=C1C[C@@H]2C[C@H]12.O. As for the calculated total energy: -345.737820 a.u. The HOMO energy is -9.9 eV. Its net charge is 0.

Formula: C5H8O2
Source: the OMol25 dataset
Level of theory: ωB97M-V with the def2-TZVPD basis set

XYZ file:
```
15
Properties=species:S:1:pos:R:3:mulliken_charge:R:1
C -0.43 1.95 0.21 -1.088
C 0.36 0.82 0.85 0.743
O 0.44 0.71 2.05 -0.569
C -1.09 -1.28 -0.16 -0.422
O -0.89 -2.47 0.37 -0.312
C 1.08 -0.16 -0.08 -0.638
C 0.12 -0.96 -1.00 -0.369
H 0.26 2.65 -0.28 0.321
H -1.11 1.55 -0.55 0.289
H -1.00 2.47 0.97 0.320
H -1.63 -2.65 0.97 0.423
H 1.63 -0.85 0.57 0.290
H 1.80 0.38 -0.70 0.338
H -0.18 -0.33 -1.85 0.323
H 0.65 -1.85 -1.38 0.350
```

Its spin multiplicity is 1. As for the molar mass: 100.12 g mol⁻¹. Its energy above the lowest of the compared OMol25 structures with the same formula, charge and spin is 63.7 kcal/mol. For the LUMO energy, the calculation gives 0.6 eV. As for the calculated total energy: -345.703516 a.u. The HOMO energy is -8.8 eV. Its net charge is 0.

Formula: C5H8O2
Source: the OMol25 dataset
Level of theory: ωB97M-V with the def2-TZVPD basis set

XYZ file:
```
15
Properties=species:S:1:pos:R:3:mulliken_charge:R:1
C 0.65 1.74 -0.60 -0.942
C 0.53 0.37 0.06 0.705
C -0.41 -0.55 -0.04 0.385
C -1.54 -0.62 -0.97 -1.103
C 0.87 -1.08 1.70 -0.188
H -0.22 1.66 -1.40 0.154
H 0.55 2.55 0.02 0.317
H 1.61 1.80 -1.21 0.253
H -1.40 -1.59 -1.61 0.222
H -2.59 -0.51 -0.52 0.251
H -1.54 0.22 -1.68 0.278
H 0.56 -0.77 2.64 0.284
H 1.71 -1.82 1.65 0.205
O -0.05 -1.60 0.83 -0.402
O 1.29 0.19 1.12 -0.421
```

Its spin multiplicity is 1. As for the molar mass: 100.12 g mol⁻¹. Its energy above the lowest of the compared OMol25 structures with the same formula, charge and spin is 54.6 kcal/mol. For the LUMO energy, the calculation gives 1.0 eV. As for the SMILES: CC1=C(C)OCO1. As for the calculated total energy: -345.717908 a.u. The HOMO energy is -7.5 eV. Its net charge is 0.

Formula: C5H8O2
Source: the OMol25 dataset
Level of theory: ωB97M-V with the def2-TZVPD basis set

XYZ file:
```
15
Properties=species:S:1:pos:R:3:mulliken_charge:R:1
C -1.04 0.58 -1.02 -0.766
C 0.31 0.21 -0.44 0.860
O 1.28 -0.24 -1.34 -0.588
C 0.91 1.08 0.64 -0.603
O 2.03 0.44 1.22 -0.548
C -0.89 -0.62 -0.18 0.045
C -1.51 -1.69 0.29 -0.710
H -1.17 0.44 -2.09 0.264
H -1.54 1.46 -0.61 0.230
H -2.57 -1.83 0.09 0.239
H 2.05 -0.45 -0.79 0.394
H 0.15 1.35 1.39 0.349
H 1.29 2.00 0.18 0.272
H 1.70 -0.26 1.80 0.320
H -1.01 -2.46 0.87 0.242
```

Its spin multiplicity is 1. As for the molar mass: 100.12 g mol⁻¹. Its energy above the lowest of the compared OMol25 structures with the same formula, charge and spin is 56.7 kcal/mol. For the LUMO energy, the calculation gives 0.7 eV. As for the SMILES: C=C1C[C@@]1(O)CO. As for the calculated total energy: -345.714609 a.u. The HOMO energy is -9.7 eV. Its net charge is 0.

Formula: C5H8O2
Source: the OMol25 dataset
Level of theory: ωB97M-V with the def2-TZVPD basis set

XYZ file:
```
15
Properties=species:S:1:pos:R:3:mulliken_charge:R:1
O -0.89 2.79 0.05 -0.668
C -0.16 0.68 -1.47 -0.546
C 0.02 -0.16 -0.46 0.052
C -0.73 -1.31 0.19 -0.514
C 0.55 -1.63 1.03 -0.356
C 1.23 -0.40 0.39 0.399
O 2.29 0.15 0.51 -0.590
H 0.04 3.07 -0.03 0.344
H 0.62 1.38 -1.73 0.349
H -1.10 0.82 -1.99 0.249
H -0.74 1.88 0.36 0.334
H -1.60 -1.04 0.80 0.199
H -1.03 -2.08 -0.52 0.245
H 1.05 -2.56 0.75 0.240
H 0.45 -1.58 2.11 0.263
```

Its spin multiplicity is 1. As for the molar mass: 100.12 g mol⁻¹. Its energy above the lowest of the compared OMol25 structures with the same formula, charge and spin is 42.9 kcal/mol. For the LUMO energy, the calculation gives 0.0 eV. As for the SMILES: C=C1CCC1=O.O. As for the calculated total energy: -345.736600 a.u. The HOMO energy is -9.8 eV. Its net charge is 0.

no.,Kohn-Sham gap (eV)
1,10.322
2,8.518
3,9.935
4,10.695
5,9.415
6,8.551
7,10.386
8,9.801